Density functional theory data (ωB97M-V/def2-TZVPD) for a cluster of 2 separate species, C5H10ClNO in total.

Geometry (Å):
C 1.4013 -0.9529 -0.6674
C 1.1787 -0.1336 0.3320
Cl 0.8327 1.5208 -0.0487
C 0.9485 -0.6377 1.8265
C -0.2865 0.0945 2.3376
H 1.9923 -0.6462 -1.6120
H 1.6729 -1.9407 -0.2601
H 0.7028 -1.7803 1.7345
H 1.8498 -0.4933 2.3608
H -0.8467 -0.3938 3.2547
H -0.0334 1.1045 2.6596
H -0.9193 -0.0125 1.4618
N -1.2042 0.6956 -2.9739
C -1.3586 0.8286 -1.6694
O -2.2147 1.6055 -1.2716
H -0.7789 -0.1754 -3.1007
H -1.9092 1.1410 -3.5168
H -1.0276 0.1759 -0.8471

Computed properties:
**Max |F|**: 4.76 eV/A
**E**: -21405.0305 eV
**Relative energy (zero: lowest compared OMol25 entry of this formula, charge and spin)**: 57.7 kcal/mol
**LUMO level**: 0.81 eV
**Orbital gap**: 10.1 eV